(1)
75
Properties=species:S:1:pos:R:3:mulliken_spin:R:1 method="wB97M-V/def2-TZVPD" charge=-1 max_force_ha_per_bohr=0.04876 multiplicity=8 relative_energy_kj_mol=30.9 lumo_ev="2.29 / 2.28"
O 0.49 -0.41 -2.04 -0.0024
C -0.47 -0.23 -3.00 -0.0103
C -0.24 1.15 -3.61 -0.0207
C 0.44 2.15 -2.91 0.0088
H 0.80 1.97 -1.89 0.0129
C 0.64 3.39 -3.52 -0.0008
H 1.15 4.18 -2.95 0.0000
C 0.17 3.59 -4.82 0.0000
H 0.32 4.55 -5.30 0.0000
C -0.48 2.57 -5.53 0.0000
H -0.84 2.70 -6.55 0.0000
C -0.68 1.33 -4.92 0.0014
H -1.19 0.48 -5.38 -0.0001
H -0.30 -1.05 -3.73 -0.0002
C -2.29 -1.88 -2.26 -0.0056
C -1.95 -0.45 -2.57 0.0253
H -3.36 -2.09 -2.32 0.0001
H -2.00 -2.17 -1.24 0.0046
H -1.72 -2.55 -2.92 -0.0008
C -2.80 0.61 -2.37 -0.0025
C -4.20 0.57 -1.84 -0.0001
H -2.43 1.62 -2.52 -0.0016
H -4.90 0.98 -2.57 0.0001
H -4.34 1.20 -0.95 0.0004
H -4.54 -0.44 -1.60 0.0001
Eu -0.12 -0.36 0.14 6.9516
Cl -2.86 -0.18 0.56 -0.0028
C -1.22 -0.31 2.91 0.0003
O -0.37 -1.03 2.35 0.0071
N -1.44 -0.38 4.18 0.0013
C -0.84 -1.52 4.86 0.0011
C -2.10 0.67 4.95 -0.0009
H -1.85 0.41 2.32 -0.0011
H -0.28 -2.12 4.13 -0.0001
H -1.65 -2.12 5.27 -0.0002
H -0.17 -1.19 5.65 -0.0001
H -2.26 1.52 4.26 0.0000
H -1.45 0.97 5.78 0.0000
H -3.06 0.27 5.30 -0.0001
H 4.71 1.40 -1.98 0.0000
H 4.57 1.76 0.73 -0.0004
C 3.62 1.30 -1.85 -0.0007
C 3.51 1.49 0.63 0.0000
N 3.31 0.68 -0.57 0.0101
H 3.20 0.67 -2.64 0.0003
C 2.87 -0.58 -0.47 -0.0016
O 2.27 -1.01 0.53 0.0081
H 3.21 0.95 1.52 -0.0001
H 3.00 -1.21 -1.38 -0.0006
H 3.16 2.30 -1.90 0.0000
H 2.92 2.42 0.55 -0.0009
H -0.23 -5.89 0.62 -0.0001
H 1.99 -6.07 -1.01 -0.0001
C -0.61 -5.36 -0.26 0.0006
C 1.47 -5.36 -1.67 -0.0005
N 0.47 -4.62 -0.92 0.0028
H -1.38 -4.66 0.06 0.0002
C 0.49 -3.31 -0.80 0.0014
O -0.29 -2.69 -0.05 0.0022
H 2.18 -4.63 -2.07 0.0002
H 1.23 -2.76 -1.42 0.0033
H -1.01 -6.09 -0.97 -0.0001
H 0.99 -5.90 -2.49 0.0000
S 0.13 2.42 0.73 -0.0022
C 0.49 2.41 2.40 -0.0015
C 1.19 1.40 3.11 0.0087
C 1.45 1.57 4.45 0.0009
C 1.01 2.72 5.12 0.0006
C 0.29 3.70 4.42 -0.0003
C 0.03 3.55 3.08 0.0011
H 1.54 0.49 2.58 0.0032
H 2.01 0.79 4.98 0.0000
H 1.22 2.84 6.17 0.0001
H -0.06 4.60 4.92 0.0000
H -0.54 4.28 2.48 0.0004

---

(2)
75
Properties=species:S:1:pos:R:3:mulliken_spin:R:1 method="wB97M-V/def2-TZVPD" charge=-1 max_force_ha_per_bohr=0.05508 multiplicity=8 lumo_ev="2.18 / 2.18"
O 1.09 -0.11 -2.97 0.0013
C -0.07 0.29 -3.34 0.0102
C -0.02 1.71 -3.92 -0.0079
C 0.54 2.77 -3.20 0.0018
H 0.81 2.63 -2.14 0.0010
C 0.73 4.01 -3.83 0.0002
H 1.20 4.82 -3.28 -0.0001
C 0.33 4.18 -5.16 -0.0003
H 0.50 5.13 -5.67 0.0000
C -0.29 3.14 -5.85 0.0000
H -0.65 3.26 -6.88 0.0000
C -0.45 1.90 -5.23 0.0004
H -0.93 1.06 -5.74 -0.0001
H -0.37 -0.38 -4.17 0.0016
C -2.05 -1.29 -2.37 0.0056
C -1.46 0.09 -2.33 -0.0008
H -2.87 -1.31 -3.10 0.0012
H -2.46 -1.63 -1.39 -0.0016
H -1.30 -2.03 -2.67 -0.0002
C -2.27 1.17 -2.08 0.0220
C -3.76 1.15 -2.12 -0.0040
H -1.84 2.15 -1.90 0.0019
H -4.13 1.57 -3.06 0.0009
H -4.17 1.75 -1.31 -0.0002
H -4.19 0.15 -2.02 0.0012
Eu -1.05 -0.12 0.19 6.9631
Cl -3.45 0.67 1.00 -0.0055
C -1.19 0.17 3.16 -0.0048
O -0.67 -0.72 2.43 0.0047
N -1.19 0.14 4.47 0.0009
C -0.61 -1.00 5.17 0.0000
C -1.88 1.16 5.26 -0.0006
H -1.67 1.05 2.70 0.0027
H -0.16 -1.66 4.44 0.0004
H -1.39 -1.52 5.73 -0.0001
H 0.14 -0.64 5.88 -0.0001
H -2.24 1.95 4.59 0.0003
H -1.19 1.58 5.99 0.0000
H -2.73 0.71 5.78 -0.0002
H 4.95 1.67 -1.95 0.0000
H 4.47 2.80 0.13 0.0001
C 3.86 1.66 -2.01 -0.0001
C 3.60 2.20 0.41 0.0009
N 3.28 1.33 -0.72 -0.0003
H 3.52 0.93 -2.74 0.0002
C 2.49 0.25 -0.58 0.0006
O 1.55 0.12 0.22 0.0020
H 3.84 1.61 1.30 0.0002
H 2.75 -0.57 -1.28 -0.0002
H 3.53 2.66 -2.33 0.0000
H 2.76 2.87 0.64 -0.0008
H 0.09 -5.89 0.41 0.0000
H 2.26 -5.63 -1.08 0.0000
C -0.41 -5.32 -0.38 -0.0002
C 1.65 -5.00 -1.74 -0.0002
N 0.54 -4.40 -1.00 0.0012
H -1.25 -4.75 0.02 0.0005
C 0.42 -3.07 -0.87 0.0003
O -0.48 -2.50 -0.21 0.0019
H 2.27 -4.21 -2.17 0.0000
H 1.19 -2.49 -1.41 0.0005
H -0.75 -6.04 -1.13 -0.0001
H 1.27 -5.64 -2.54 0.0000
Te 0.05 2.95 0.90 -0.0030
C 0.71 2.83 2.87 -0.0022
C 0.28 3.89 3.70 0.0003
C 0.62 3.89 5.05 0.0003
C 1.42 2.86 5.58 -0.0005
C 1.88 1.83 4.74 0.0004
C 1.53 1.80 3.39 0.0014
H -0.33 4.68 3.25 -0.0003
H 0.26 4.68 5.70 0.0000
H 1.68 2.86 6.64 -0.0001
H 2.51 1.04 5.15 0.0000
H 1.85 1.00 2.72 0.0017